Entry 1:
Entry from OMol25: an isolated ion of composition C4H7ClP and charge +1 at a distorted geometry (ωB97M-V with the def2-TZVPD basis set).

Properties
LUMO energy   -4.92 eV
HOMO   -15.1 eV
Charge   +1
Electronic energy   -957.83174 Ha
2S+1   1
Energy above the lowest of the compared OMol25 structures with the same formula, charge and spin   12.6 kcal/mol

The geometry in XYZ format:
```
13
Properties=species:S:1:pos:R:3:lowdin_charge:R:1
C 0.3994 0.0570 -1.1713 -0.08
C 0.9320 -0.1147 0.0352 -0.36
C 1.8765 0.1612 1.0052 -0.07
C -2.3851 -0.7600 -0.0371 -0.19
P -0.5769 -1.1749 -0.2632 0.62
Cl -0.5019 -2.9395 -1.1735 0.42
H 0.6213 0.6230 -2.0398 0.09
H 1.5844 -0.3835 1.9138 0.11
H 2.0357 1.1997 1.2652 0.11
H 2.9290 -0.1495 0.6054 0.16
H -2.7889 -1.6911 0.4152 0.06
H -2.7108 -0.7140 -1.1144 0.07
H -2.5593 0.2616 0.3208 0.07
```

Entry 2:
Entry from OMol25: C54H39CoF5N6PSe as an isolated structure at a distorted geometry (ωB97M-V with the def2-TZVPD basis set).

Properties
LUMO energy (alpha / beta)   -5.03 / -6.26 eV
<S²>   6.028
HOMO (alpha / beta)   -12.6 / -12.6 eV
Charge   +2
Electronic energy   -7033.97026 Ha
2S+1   5
Energy above the lowest of the compared OMol25 structures with the same formula, charge and spin   9.3 kcal/mol

The geometry in XYZ format:
```
107
Properties=species:S:1:pos:R:3:lowdin_spin:R:1
Co 0.0034 0.7959 0.9984 2.62
C 2.3883 -0.0020 -3.8427 0.00
N 2.1687 -0.2248 -2.4005 0.01
C 1.1799 0.4458 -1.6527 0.01
N 1.2369 0.0624 -0.3672 0.05
C 2.3432 -0.8168 -0.2661 0.01
C 2.9209 -1.0509 -1.5135 0.00
C 4.1825 -1.6260 -1.9504 0.00
C 4.2812 -2.3914 -3.1236 0.00
C 5.4967 -2.8924 -3.5318 0.00
C 6.6690 -2.7601 -2.6930 0.00
C 6.5817 -1.9909 -1.5781 0.00
C 5.3331 -1.4673 -1.1862 0.00
C 2.5470 -1.4458 0.9877 0.00
C 3.0515 -2.7295 1.0564 0.00
C 2.8621 -3.5218 2.2051 0.00
C 2.1510 -2.9981 3.3014 0.00
C 1.6231 -1.6931 3.2637 0.01
C 1.8588 -0.9163 2.1212 0.02
P -0.0541 1.6501 -2.2866 0.00
C -1.5033 0.9108 -1.4580 0.00
N -1.5954 0.6470 -0.1648 0.06
C -2.7846 -0.0721 0.0344 0.01
C -3.4900 -0.0986 -1.1580 0.00
N -2.6669 0.4948 -2.1450 0.00
C -2.9434 0.7493 -3.5451 0.00
C -4.8341 -0.5778 -1.4289 0.00
C -5.8486 -0.1098 -0.5542 0.00
C -7.1686 -0.4338 -0.8316 0.00
C -7.4588 -1.2489 -1.9067 0.00
C -6.4441 -1.7648 -2.7536 0.00
C -5.1697 -1.4193 -2.4733 0.00
C -2.9556 -0.6775 1.3058 0.00
C -2.0320 -0.4723 2.3571 0.03
C -2.1900 -0.9695 3.6186 0.00
C -3.2850 -1.7200 3.9615 0.00
C -4.0452 -2.1333 2.9068 0.00
C -4.0022 -1.5915 1.6188 0.00
C 0.1533 2.8037 -0.8890 0.00
N 0.0826 2.5098 0.3823 0.07
C 0.5759 3.6565 1.0607 0.01
C 0.7205 4.7100 0.1577 0.00
N 0.3264 4.2088 -1.1041 0.00
C 0.2225 5.0233 -2.3300 0.00
C 0.8766 6.1180 0.3956 0.00
C 0.2108 6.8171 1.4317 0.00
C 0.3174 8.2073 1.6026 0.00
C 1.3213 8.8600 0.9466 0.00
C 2.0800 8.1869 -0.0214 0.00
C 1.8556 6.8513 -0.3379 0.00
C 0.8968 3.6115 2.4253 0.01
C 1.7727 4.4898 3.0786 0.00
C 1.9301 4.3462 4.5099 0.00
C 1.3655 3.2791 5.2192 0.00
C 0.6049 2.3077 4.4990 0.01
C 0.3156 2.5218 3.1239 0.02
H 1.7545 -0.7395 -4.3715 0.00
H 3.4793 -0.0383 -4.1756 0.00
H 1.9883 1.0147 -4.1574 0.00
H 3.3834 -2.7369 -3.6240 0.00
H 5.6072 -3.1605 -4.5670 0.00
H 7.6292 -3.1857 -2.9684 0.00
H 7.4132 -1.8824 -0.9115 0.00
H 5.2574 -0.9336 -0.2349 0.00
H 3.3940 -3.2462 0.1465 0.00
H 3.3667 -4.4936 2.2527 0.00
H 2.0633 -3.5780 4.2066 0.00
H 0.8632 -1.4077 3.9787 0.00
H 1.4645 0.0727 2.0236 0.01
H -2.7042 1.7582 -3.8098 0.00
H -4.0532 0.6000 -3.6888 0.00
H -2.2538 0.2032 -4.1390 0.00
H -5.5311 0.5086 0.3100 0.00
H -7.8934 0.0391 -0.1459 0.00
H -8.4712 -1.4833 -2.2082 0.00
H -6.7004 -2.4734 -3.5781 0.00
H -4.3971 -1.8126 -3.1009 0.00
H -1.0574 -0.0222 2.1165 0.01
H -1.4678 -0.7428 4.4186 0.00
H -3.6409 -1.8862 4.9656 0.00
H -4.9142 -2.8262 3.0400 0.00
H -4.7389 -1.9070 0.8748 0.00
H 0.0755 6.0863 -1.9173 0.00
H -0.6452 4.7878 -2.8814 0.00
H 1.1602 5.0027 -2.9541 0.00
H -0.5067 6.3022 2.0149 0.00
H -0.3494 8.6902 2.2846 0.00
H 1.5974 9.8602 1.2656 0.00
H 2.8292 8.7596 -0.5296 0.00
H 2.4153 6.3695 -1.1397 0.00
H 2.3417 5.2740 2.6083 0.00
H 2.6347 5.0868 4.9503 0.00
H 1.4641 3.1317 6.3534 0.00
H 0.3507 1.3811 5.0427 0.00
H -0.4461 1.9187 2.6309 0.01
F -0.0797 -10.3461 -0.5945 0.02
C -0.2493 -9.0336 -0.7658 0.07
C -1.3818 -8.5140 -1.4404 -0.02
F -2.2112 -9.3301 -2.0860 -0.01
C -1.7717 -7.1591 -1.2820 0.06
F -2.9879 -6.7952 -1.6872 0.02
C -0.8542 -6.1882 -0.8030 0.07
Se -1.1616 -4.3567 -1.0044 0.73
C 0.2942 -6.6711 -0.1853 0.07
F 1.2456 -5.7839 0.2303 0.02
C 0.6112 -8.0814 -0.2301 -0.01
F 1.7481 -8.4805 0.3913 -0.01
```

Entry 3:
Entry from OMol25: C24H5F15GeN3O10S2Tc as an isolated structure (ωB97M-V with the def2-TZVPD basis set).

Properties
LUMO energy (alpha / beta)   2.01 / 0.64 eV
<S²>   3.775
HOMO (alpha / beta)   -6.4 / -6.9 eV
Charge   -1
Electronic energy   -6286.48286 Ha
2S+1   4
Energy above the lowest of the compared OMol25 structures with the same formula, charge and spin   20.9 kcal/mol

The geometry in XYZ format:
```
61
Properties=species:S:1:pos:R:3:lowdin_spin:R:1
Tc -1.4668 0.4281 1.7025 2.48
C -1.2904 3.9889 0.2651 0.00
C -2.3647 3.4704 1.1454 0.02
N -2.4457 2.2832 1.7357 0.01
C -3.6025 2.2600 2.4837 0.01
C -4.2311 3.4524 2.3611 0.00
N -3.4347 4.1893 1.5175 0.01
C -5.4717 4.0499 2.9128 0.00
O -6.1793 3.3063 3.7304 0.00
O -5.7670 5.1798 2.5926 0.00
C -3.8985 1.0265 3.2547 0.01
O -4.9083 0.9761 3.9586 0.01
O -3.0192 0.1133 3.1119 0.04
H -1.2507 3.4233 -0.6660 0.00
H -0.3323 3.8700 0.7692 0.00
H -1.4622 5.0418 0.0450 0.00
H -3.6557 5.1345 1.2423 0.00
H -5.7653 2.3889 3.8693 0.00
O -2.7062 -2.8071 -0.0061 0.00
S -1.9839 -1.5850 0.0391 0.01
O -1.0192 -1.5079 1.2567 0.07
O -2.8206 -0.3471 0.3307 0.02
O -1.1618 -1.2946 -1.1605 0.01
F -0.4804 1.1561 -2.8344 0.00
C 0.3824 0.3343 -3.4390 0.00
C 1.1448 -0.5819 -2.7318 0.00
C 1.9719 -1.3909 -3.4974 0.00
F 2.7342 -2.3318 -2.9193 0.00
C 2.0601 -1.3006 -4.8690 0.00
F 2.8712 -2.1060 -5.5631 0.00
C 1.2949 -0.3633 -5.5328 0.00
F 1.3697 -0.2563 -6.8616 0.00
C 0.4536 0.4583 -4.8167 0.00
F -0.2909 1.3639 -5.4614 0.00
Ge 0.9782 -0.9116 -0.7849 0.03
S 0.1578 1.0310 0.1788 0.15
C 2.7986 -0.4007 -0.0121 0.01
C 3.8917 0.0619 -0.7279 0.00
F 3.9282 0.0467 -2.0721 0.00
C 5.0242 0.5873 -0.1285 0.00
F 6.0571 1.0117 -0.8688 0.00
C 5.0896 0.6740 1.2429 0.00
F 6.1785 1.1723 1.8348 0.00
C 4.0203 0.2424 2.0021 0.00
F 4.0760 0.3379 3.3331 0.00
C 2.9090 -0.2748 1.3686 0.01
F 1.9009 -0.6380 2.1690 0.00
C 0.9981 -2.9034 -0.6290 0.00
C 1.5518 -3.6098 0.4311 0.00
F 2.2349 -3.0031 1.4056 0.00
C 1.4415 -4.9820 0.5659 0.00
F 1.9910 -5.6099 1.6102 0.00
C 0.7607 -5.7078 -0.3854 0.00
F 0.6503 -7.0318 -0.2704 0.00
C 0.2111 -5.0548 -1.4678 0.00
F -0.4238 -5.7572 -2.4107 0.00
C 0.3389 -3.6845 -1.5766 0.00
F -0.1886 -3.1527 -2.6842 0.00
O 0.2223 2.8103 2.8957 0.03
N 0.2649 1.9225 3.6957 0.00
O -0.3369 0.8015 3.3197 0.04
```

Entry 4:
Entry from OMol25: a 5-piece molecular cluster, C33H45FO6 overall (ωB97M-V with the def2-TZVPD basis set).

Properties
LUMO energy   -0.39 eV
HOMO   -9.2 eV
Structure (SMILES)   C[C@H](F)Cc1cccc2c1C(=O)c1ccccc1C2=O.C1CCOC1.C1CCOC1.C1CCOC1.C1CCOC1
Electronic energy   -1835.71671 Ha
2S+1   1

The geometry in XYZ format:
```
85
Properties=species:S:1:pos:R:3:lowdin_charge:R:1
C 0.1343 1.6772 2.6673 -0.03
C -0.0632 0.6652 1.5492 -0.35
F -0.9034 1.2395 0.5693 -0.04
C -0.6977 -0.6400 2.0099 -0.10
C -1.3084 -1.4414 0.8883 -0.14
C -2.6946 -1.4939 0.7613 -0.01
C -3.3058 -2.2031 -0.2626 -0.04
C -2.5374 -2.8724 -1.2003 0.00
C -1.1551 -2.8050 -1.1139 -0.07
C -0.5350 -2.1047 -0.0699 -0.03
C 0.9593 -2.1127 -0.0413 -0.27
O 1.6099 -2.0719 0.9819 0.11
C 1.6252 -2.1715 -1.3781 -0.08
C 2.8689 -1.5839 -1.5696 0.00
C 3.4638 -1.6427 -2.8205 -0.05
C 2.8342 -2.3077 -3.8662 -0.06
C 1.6062 -2.9170 -3.6718 0.00
C 0.9939 -2.8392 -2.4284 -0.09
C -0.3311 -3.4681 -2.1690 -0.28
O -0.7286 -4.4309 -2.7952 0.11
H 1.1811 1.7490 2.9584 0.07
H -0.1456 2.6583 2.2836 0.09
H -0.4699 1.4365 3.5408 0.08
H 0.8790 0.4643 1.0370 0.13
H -1.4736 -0.4021 2.7412 0.12
H 0.0606 -1.2366 2.5149 0.12
H -3.2936 -0.9603 1.4886 0.12
H -4.3850 -2.2215 -0.3367 0.11
H -3.0106 -3.4202 -2.0025 0.10
H 3.3423 -1.0932 -0.7297 0.12
H 4.4307 -1.1819 -2.9712 0.11
H 3.3302 -2.3618 -4.8254 0.10
H 1.1215 -3.4503 -4.4796 0.12
C 2.0446 5.8709 4.5373 -0.17
C 1.8352 5.2484 5.9142 -0.17
C 1.5665 3.7955 5.5513 -0.20
O 2.3144 3.5327 4.3617 -0.16
C 2.7888 4.7608 3.8062 -0.20
H 2.6023 6.8063 4.5589 0.11
H 1.0773 6.0598 4.0675 0.11
H 2.7490 5.3278 6.5087 0.11
H 1.0163 5.7001 6.4685 0.09
H 0.5024 3.6329 5.3415 0.11
H 1.8772 3.0922 6.3250 0.12
H 3.8701 4.8307 3.9679 0.12
H 2.6007 4.7539 2.7313 0.12
C -2.9660 8.2329 6.0045 -0.17
C -3.4100 6.8250 6.3970 -0.17
C -2.2900 5.9770 5.8092 -0.20
O -1.1096 6.7815 5.8672 -0.17
C -1.4555 8.1345 6.1718 -0.20
H -3.4049 9.0179 6.6181 0.11
H -3.2200 8.4316 4.9613 0.11
H -3.4313 6.7252 7.4842 0.11
H -4.3900 6.5507 6.0100 0.11
H -2.4932 5.7183 4.7645 0.12
H -2.1135 5.0549 6.3647 0.12
H -1.1553 8.3558 7.2016 0.12
H -0.9053 8.7961 5.5019 0.12
C 5.2662 -6.8704 -4.5281 -0.17
C 5.6016 -6.3056 -5.9074 -0.17
C 4.9060 -4.9516 -5.8576 -0.21
O 4.9461 -4.5326 -4.4934 -0.16
C 5.3452 -5.6221 -3.6593 -0.20
H 5.9462 -7.6541 -4.1982 0.11
H 4.2511 -7.2727 -4.5218 0.11
H 6.6807 -6.1741 -6.0104 0.11
H 5.2530 -6.9260 -6.7316 0.11
H 3.8598 -5.0342 -6.1750 0.12
H 5.3952 -4.1954 -6.4733 0.12
H 6.3678 -5.4462 -3.3086 0.12
H 4.6838 -5.6586 -2.7931 0.12
C -5.2462 -1.9839 -5.7999 -0.17
C -5.1254 -3.5065 -5.8345 -0.17
C -4.4821 -3.7920 -4.4840 -0.21
O -4.9563 -2.7758 -3.5963 -0.16
C -5.5982 -1.7384 -4.3385 -0.20
H -5.9954 -1.5876 -6.4836 0.11
H -4.2854 -1.5241 -6.0406 0.11
H -6.1161 -3.9627 -5.8877 0.11
H -4.5323 -3.8803 -6.6676 0.11
H -3.3897 -3.7331 -4.5438 0.11
H -4.7515 -4.7672 -4.0772 0.12
H -6.6797 -1.8000 -4.1754 0.12
H -5.2472 -0.7742 -3.9691 0.12
```